1.
The following is a quantum chemistry calculation of a structure of composition C31H52Br18O6S in a non-equilibrium geometry, from the OMol25 dataset.

Lowest unoccupied orbital energy: -0.0170 Ha
HOMO energy: -8.43 eV

Geometry as ORCA input:
```
! wB97M-V def2-TZVPD RIJCOSX def2/J DEFGRID3
* xyz 0 1
C -0.949 -1.168 -4.078
C 0.060 -1.843 -4.255
C 1.373 -2.702 -4.296
C 1.177 -4.123 -3.614
C -0.019 -4.985 -4.283
C -1.102 -5.216 -3.140
C -0.918 -6.078 -2.042
C 0.293 -7.005 -1.690
C 1.399 -6.332 -0.775
C 0.863 -5.765 0.612
C 1.584 -6.343 1.899
S 3.414 -6.443 1.783
O 4.016 -5.567 0.720
O 3.725 -7.875 1.661
O 4.060 -5.994 3.268
C -2.269 -5.852 -1.265
O -2.552 -5.908 -0.092
O -3.239 -5.482 -2.226
C -2.515 -4.522 -3.078
O -2.953 -3.502 -3.602
H -2.026 -0.969 -3.875
H 1.765 -2.800 -5.358
H 2.125 -2.131 -3.661
H 0.911 -3.943 -2.527
H 2.152 -4.714 -3.607
H 0.341 -6.009 -4.619
H -0.484 -4.426 -5.144
H 0.777 -7.365 -2.656
H -0.120 -7.900 -1.137
H 2.235 -7.100 -0.665
H 1.870 -5.450 -1.321
H -0.232 -6.083 0.693
H 0.829 -4.628 0.628
H 1.157 -7.339 2.213
H 1.347 -5.624 2.754
H 3.297 -5.978 3.883
Br 1.359 -0.648 -0.039
C 0.008 0.705 0.344
C -1.352 0.270 -0.134
Br -1.518 0.460 -2.068
H 0.348 1.632 -0.114
H 0.016 0.815 1.428
H -2.129 0.912 0.283
H -1.580 -0.767 0.104
Br 4.913 -6.943 -0.280
C 5.459 -8.370 -1.528
C 6.452 -7.865 -2.547
Br 5.570 -6.809 -3.931
H 4.548 -8.765 -1.977
H 5.914 -9.141 -0.901
H 6.919 -8.695 -3.080
H 7.229 -7.236 -2.115
Br -3.767 -1.846 -7.278
C -3.732 0.073 -7.619
C -2.357 0.644 -7.388
Br -1.984 0.838 -5.485
H -4.496 0.522 -6.987
H -4.022 0.181 -8.665
H -2.286 1.652 -7.797
H -1.560 0.031 -7.806
Br -1.354 2.563 3.466
C -2.916 1.637 4.171
C -2.588 0.214 4.543
Br -2.464 -0.921 2.963
H -3.698 1.716 3.417
H -3.209 2.206 5.053
H -3.389 -0.221 5.142
H -1.646 0.115 5.079
Br 0.814 3.945 6.681
C 1.348 5.328 5.417
C 0.625 6.622 5.682
Br -1.212 6.554 5.032
H 1.170 4.931 4.418
H 2.422 5.450 5.568
H 1.090 7.441 5.133
H 0.578 6.880 6.738
Br -2.705 12.031 7.378
C -2.825 11.412 5.534
C -1.945 10.210 5.301
Br -0.071 10.724 5.146
H -2.573 12.259 4.898
H -3.874 11.153 5.389
H -2.189 9.735 4.351
H -2.006 9.470 6.097
Br -6.967 -7.259 -5.144
C -6.890 -5.347 -5.518
C -5.503 -4.800 -5.295
Br -5.120 -4.576 -3.398
H -7.645 -4.871 -4.895
H -7.177 -5.252 -6.566
H -5.412 -3.800 -5.722
H -4.719 -5.436 -5.703
Br 4.454 5.958 3.074
C 5.962 5.068 3.929
C 5.544 4.392 5.210
Br 5.319 5.684 6.652
H 6.735 5.820 4.073
H 6.306 4.332 3.202
H 6.322 3.712 5.558
H 4.605 3.846 5.123
Br -2.155 11.800 1.327
C -0.281 12.308 1.488
C -0.122 13.806 1.549
Br -0.326 14.613 -0.212
H 0.244 11.853 0.650
H 0.059 11.848 2.417
H 0.886 14.072 1.869
H -0.845 14.288 2.205
*
```

2.
The following is a quantum chemistry calculation of a structure of composition C31H52CeNOSi4Te in a non-equilibrium geometry, from the OMol25 dataset.

Lowest unoccupied orbital energy (spin up / spin down): -0.1563 / -0.1572 Ha
HOMO energy (spin up / spin down): -9.91 / -9.91 eV

Geometry as ORCA input:
```
! wB97M-V def2-TZVPD RIJCOSX def2/J DEFGRID3
* xyz 1 1
C 2.394 0.050 1.530
C 2.503 -0.553 0.232
C 2.341 0.471 -0.750
H 2.675 -1.611 0.027
C 2.131 1.708 -0.075
C 2.151 1.461 1.333
H 2.021 2.680 -0.562
C -1.290 -1.877 1.437
C -0.144 -2.405 0.759
C -0.355 -2.246 -0.643
H 0.748 -2.832 1.234
C -1.620 -1.611 -0.850
C -2.190 -1.381 0.443
H 2.435 0.346 -1.832
H 1.954 2.195 2.117
H 2.452 -0.468 2.486
H -3.165 -0.915 0.622
H 0.314 -2.590 -1.442
H -1.416 -1.790 2.524
Ce -0.001 0.177 0.644
C -2.379 -1.492 -2.172
C -3.735 -2.232 -2.030
C -1.606 -2.142 -3.329
H -3.578 -3.280 -1.765
H -4.292 -2.209 -2.970
H -4.361 -1.779 -1.259
H -1.442 -3.208 -3.119
H -0.637 -1.657 -3.490
H -2.189 -2.074 -4.258
C -2.709 -0.002 -2.540
C -1.586 0.985 -2.799
H -3.314 0.410 -1.725
H -3.344 -0.025 -3.439
O -0.888 1.452 -1.866
N -1.341 1.443 -4.031
C -0.342 2.515 -4.165
H -1.971 1.265 -4.817
C 1.044 1.959 -4.370
C 2.175 2.613 -3.853
H 2.036 3.525 -3.268
C 3.452 2.102 -4.095
H 4.329 2.622 -3.699
C 3.612 0.937 -4.854
H 4.609 0.545 -5.056
C 2.485 0.280 -5.362
H 2.589 -0.628 -5.959
C 1.205 0.793 -5.120
H 0.314 0.295 -5.518
H -0.352 3.078 -3.228
H -0.630 3.173 -4.989
C -4.274 0.386 4.987
Si -2.693 -0.393 5.652
C -2.661 -0.213 7.528
C -2.639 -2.214 5.174
Si -0.803 0.682 4.767
Te -1.537 1.800 2.674
Si -0.558 2.763 5.832
C 0.070 2.506 7.595
C 0.694 3.799 4.877
C -2.231 3.630 5.901
Si 1.063 -0.599 5.404
C 0.927 -1.048 7.232
C 1.116 -2.182 4.387
C 2.615 0.440 5.154
H -5.125 -0.193 5.378
H -4.313 0.360 3.890
H -4.396 1.429 5.307
H -3.559 -0.721 7.912
H -1.784 -0.681 7.992
H -2.704 0.835 7.852
H -2.704 -2.363 4.089
H -1.740 -2.726 5.542
H -3.515 -2.700 5.629
H 1.073 2.062 7.629
H 0.126 3.501 8.061
H -0.603 1.887 8.203
H 0.360 4.010 3.853
H 0.809 4.757 5.407
H 1.681 3.320 4.824
H -2.637 3.831 4.902
H -2.979 3.058 6.468
H -2.081 4.593 6.413
H 0.079 -1.714 7.436
H 1.848 -1.588 7.498
H 0.849 -0.174 7.891
H 1.110 -2.005 3.303
H 2.048 -2.713 4.635
H 0.278 -2.850 4.622
H 2.742 0.778 4.119
H 2.634 1.324 5.805
H 3.480 -0.188 5.414
*
```

3.
The following is a quantum chemistry calculation of a structure of composition C31H52N2O3P2W in a non-equilibrium geometry, from the OMol25 dataset.

Lowest unoccupied orbital energy (spin up / spin down): -0.2744 / -0.3399 Ha
HOMO energy (spin up / spin down): -14.31 / -13.74 eV

Geometry as ORCA input:
```
! wB97M-V def2-TZVPD RIJCOSX def2/J DEFGRID3
* xyz 2 3
W 0.331 -1.138 0.963
C -1.145 -2.158 2.127
C -0.659 -3.097 1.150
C 1.184 -2.404 2.420
C -0.014 -1.784 2.970
C 0.782 -3.198 1.279
C -2.561 -1.698 2.288
H -3.200 -2.007 1.449
H -2.606 -0.597 2.343
H -3.006 -2.091 3.217
C -0.106 -0.956 4.202
H -0.737 -0.071 4.029
H 0.880 -0.599 4.527
H -0.551 -1.511 5.038
C 2.577 -2.276 2.941
H 2.585 -2.316 4.039
H 3.030 -1.311 2.648
H 3.202 -3.095 2.568
C 1.716 -4.060 0.477
H 2.082 -4.892 1.101
H 2.614 -3.507 0.142
H 1.233 -4.505 -0.405
C -1.524 -3.973 0.296
H -1.631 -4.967 0.757
H -1.098 -4.142 -0.705
H -2.543 -3.573 0.182
C -1.172 1.382 -0.751
C -2.154 0.494 -1.036
C -2.032 -0.873 -1.664
C -0.645 -1.026 -2.292
C 0.357 -1.529 -1.330
C 1.442 -0.681 -0.894
C 1.523 0.769 -1.194
C 0.200 1.637 -1.328
H -2.816 -1.024 -2.431
H -0.373 -0.028 -2.692
H -2.176 -1.737 -0.956
H 0.049 1.832 -2.410
H -1.436 2.121 0.026
H -3.147 0.693 -0.596
H 0.489 2.627 -0.952
H 2.219 1.223 -0.465
H 2.398 -1.201 -0.682
H 2.075 0.897 -2.142
H -0.669 -1.671 -3.183
H 0.569 -2.606 -1.390
P -0.323 1.105 -4.512
C -0.191 2.706 -5.391
C -1.402 0.159 -5.660
P 1.888 -1.038 -3.741
C 1.299 0.352 -4.899
C 1.331 -2.530 -4.664
C 3.652 -1.070 -4.261
H 0.767 3.190 -5.161
H -1.011 3.362 -5.061
H -0.269 2.562 -6.477
H -1.257 0.530 -6.683
H -2.447 0.336 -5.376
H -1.218 -0.921 -5.636
H 3.733 -0.685 -5.287
H 4.004 -2.109 -4.213
H 4.254 -0.447 -3.586
H 2.035 1.173 -4.837
H 1.283 -0.061 -5.928
H 2.108 -3.290 -4.521
H 1.213 -2.311 -5.737
H 0.387 -2.933 -4.287
C -1.700 2.034 5.320
C -0.414 2.598 4.749
C -0.424 2.955 3.221
C -1.446 4.079 2.846
C -2.899 3.826 3.161
C 0.957 3.511 2.931
O 1.276 4.687 3.007
N 1.920 2.558 2.614
C 1.734 1.283 2.118
O 2.736 0.607 1.841
N 0.416 0.868 1.942
C -0.635 1.669 2.395
O -1.798 1.344 2.125
H -2.317 2.821 5.771
H -1.470 1.315 6.114
H -2.286 1.521 4.546
H -0.128 3.521 5.278
H 0.413 1.883 4.906
H -1.095 4.994 3.349
H -1.314 4.264 1.769
H -3.109 3.983 4.223
H -3.504 4.536 2.589
H -3.165 2.809 2.858
H 2.881 2.882 2.562
*
```

4.
The following is a quantum chemistry calculation of a structure of composition C31H52O7P3Tl, from the OMol25 dataset.

Lowest unoccupied orbital energy (spin up / spin down): -0.2942 / -0.3238 Ha
HOMO energy (spin up / spin down): -13.96 / -13.94 eV

Geometry as ORCA input:
```
! wB97M-V def2-TZVPD RIJCOSX def2/J DEFGRID3
* xyz 2 1
Tl -1.050 -0.833 -1.587
C 0.307 -1.105 -4.997
C 1.686 -0.569 -4.582
C 1.946 0.781 -5.246
C 1.806 -0.541 -3.064
C 2.018 -1.728 -2.381
C 2.161 -1.813 -0.998
C 2.347 -3.251 -0.502
C 3.133 -3.489 0.789
C 0.971 -3.930 -0.483
C 2.067 -0.621 -0.237
C 1.924 0.616 -0.921
C 1.743 0.625 -2.311
C 2.146 1.963 -0.232
C 1.241 3.093 -0.733
C 3.612 2.391 -0.444
C 2.424 -0.543 1.240
C 3.790 -0.489 1.524
C 4.279 -0.216 2.791
C 3.398 0.049 3.830
C 2.041 -0.028 3.597
C 1.542 -0.362 2.325
P -0.246 -0.572 2.291
C -0.822 -1.984 3.389
C -2.358 -1.994 3.421
C -0.238 -1.819 4.802
C -0.342 -3.320 2.823
C -1.137 1.039 2.565
C -0.284 2.128 1.903
C -1.339 1.366 4.051
C -2.500 0.962 1.851
H 0.218 -1.148 -6.086
H -0.481 -0.439 -4.627
H 0.135 -2.114 -4.609
H 2.434 -1.279 -4.938
H 1.145 1.495 -5.025
H 1.984 0.660 -6.330
H 2.895 1.215 -4.926
H 2.123 -2.644 -2.963
H 2.919 -3.745 -1.289
H 2.688 -3.024 1.666
H 4.156 -3.114 0.703
H 3.192 -4.564 0.972
H 0.276 -3.353 0.126
H 1.027 -4.946 -0.079
H 0.558 -3.991 -1.495
H 1.639 1.581 -2.818
H 1.988 1.844 0.838
H 1.597 3.488 -1.690
H 1.263 3.923 -0.021
H 0.204 2.777 -0.859
H 3.827 2.471 -1.514
H 4.322 1.692 -0.007
H 3.782 3.371 0.011
H 4.483 -0.655 0.707
H 5.349 -0.185 2.962
H 3.762 0.300 4.819
H 1.365 0.165 4.419
H -2.781 -1.164 3.986
H -2.670 -2.918 3.916
H -2.792 -2.000 2.417
H -0.484 -0.871 5.279
H 0.842 -1.961 4.814
H -0.682 -2.616 5.407
H -0.889 -3.599 1.924
H -0.541 -4.086 3.580
H 0.727 -3.333 2.615
H 0.710 2.203 2.347
H -0.789 3.088 2.056
H -0.187 1.972 0.825
H -0.400 1.479 4.593
H -1.972 0.651 4.572
H -1.846 2.335 4.085
H -2.390 0.760 0.783
H -2.983 1.939 1.963
H -3.166 0.217 2.282
C -4.439 3.074 -0.896
C -4.293 2.222 -2.130
O -4.823 2.799 -3.210
P -4.737 0.400 -2.009
O -6.198 0.575 -1.473
O -4.932 0.027 -3.532
O -3.801 -0.412 -1.225
P -2.252 2.047 -2.534
O -1.898 3.477 -3.074
O -2.289 0.977 -3.571
O -1.642 1.812 -1.208
H -5.485 3.003 -0.581
H -4.221 4.117 -1.127
H -3.781 2.728 -0.102
H -5.057 2.134 -3.893
H -6.718 -0.238 -1.339
H -4.069 -0.107 -3.981
H -2.191 3.681 -3.981
*
```

5.
The following is a quantum chemistry calculation of a structure of composition C31H53BrNO3P3Zn in a non-equilibrium geometry, from the OMol25 dataset.

Lowest unoccupied orbital energy (spin up / spin down): -0.3356 / -0.3357 Ha
HOMO energy (spin up / spin down): -12.38 / -12.38 eV

Geometry as ORCA input:
```
! wB97M-V def2-TZVPD RIJCOSX def2/J DEFGRID3
* xyz 2 1
C 3.438 -0.693 -5.390
C 4.407 -0.781 -4.360
C 5.764 -0.826 -4.730
C 6.096 -0.746 -6.094
N 5.164 -0.646 -7.038
C 3.871 -0.618 -6.719
C 4.010 -0.859 -2.966
C 2.942 -1.052 -2.235
C 1.564 -1.285 -1.977
C 0.702 -0.178 -1.766
C -0.253 -0.263 -0.761
C -0.402 -1.456 -0.043
C 0.166 -2.636 -0.552
C 1.117 -2.560 -1.562
Zn 4.483 -0.881 -1.099
P -0.287 2.522 1.499
H 6.560 -0.933 -3.999
H 2.372 -0.687 -5.161
H 7.140 -0.764 -6.408
H 3.145 -0.532 -7.535
H 1.585 -3.466 -1.971
H 0.889 0.764 -2.288
H -0.117 -3.586 -0.108
H -0.846 0.602 -0.464
C -1.077 2.824 3.144
C -0.615 4.003 3.992
H -0.901 1.885 3.692
H -2.160 2.879 2.957
H -1.285 4.104 4.854
H 0.396 3.855 4.387
H -0.636 4.958 3.458
C 1.244 3.551 1.519
C 1.768 3.949 0.138
H 2.005 2.939 2.035
H 1.072 4.435 2.146
H 2.857 4.070 0.189
H 1.555 3.197 -0.635
H 1.353 4.907 -0.200
C -1.407 3.475 0.381
C -1.629 4.939 0.733
H -2.364 2.927 0.378
H -0.982 3.379 -0.631
H -2.228 5.399 -0.061
H -2.183 5.062 1.669
H -0.698 5.512 0.805
Br -1.335 -1.470 1.569
P 3.400 -1.424 2.719
C 2.733 0.306 2.731
C 2.881 0.852 4.154
H 1.681 0.297 2.402
H 3.314 0.902 2.013
H 2.698 1.932 4.202
H 2.193 0.359 4.854
H 3.893 0.663 4.532
C 1.855 -2.344 3.161
C 2.114 -3.598 3.990
H 1.327 -2.596 2.232
H 1.218 -1.643 3.716
H 1.155 -4.034 4.294
H 2.670 -4.357 3.427
H 2.684 -3.368 4.897
C 3.518 -1.919 0.968
C 5.004 -2.281 0.724
H 3.120 -1.027 0.415
H 2.851 -2.755 0.721
H 5.146 -2.781 -0.257
H 5.654 -1.390 0.848
H 5.349 -3.011 1.467
C -4.900 -3.514 1.172
C -4.386 -2.649 0.046
O -4.874 -1.283 0.262
P -3.923 0.049 0.093
O -4.992 1.268 0.152
C -6.217 1.422 -0.617
C -7.325 0.485 -0.220
O -3.413 -0.038 -1.451
C -3.978 -0.717 -2.617
C -2.975 -1.699 -3.159
H -4.569 -3.128 2.142
H -4.499 -4.524 1.042
H -5.992 -3.572 1.159
H -3.282 -2.667 0.036
H -4.756 -2.988 -0.934
H -6.507 2.458 -0.424
H -5.969 1.327 -1.680
H -7.437 0.437 0.867
H -8.260 0.860 -0.649
H -7.159 -0.522 -0.617
H -4.925 -1.206 -2.351
H -4.192 0.071 -3.345
H -2.820 -2.530 -2.463
H -3.357 -2.121 -4.093
H -2.010 -1.224 -3.357
*
```